Entry 1:
DFT (the ωB97M-V functional and the def2-TZVPD basis) results for a 2-piece molecular cluster, C3H8N2 overall at a distorted geometry.

Atoms and positions in Å:
C1 -1.083 1.690 0.931
C2 0.684 -0.867 -1.228
C3 0.535 -1.225 0.255
N1 -2.104 2.190 0.449
N2 0.724 -0.171 1.181
H1 -0.511 2.147 1.714
H2 1.413 0.489 0.820
H3 1.707 -0.558 -1.448
H4 0.438 -1.723 -1.855
H5 0.015 -0.042 -1.480
H6 -0.446 -1.676 0.445
H7 1.282 -2.005 0.496
H8 -2.654 1.751 -0.280

Summary:
* gap between HOMO and LUMO (spin up / spin down): 9.63 / 8.24 eV

***

Entry 2:
DFT (the ωB97M-V functional and the def2-TZVPD basis) results for a 2-piece molecular cluster, C3H8N2 overall at a distorted geometry.

Atoms and positions in Å:
H1 -1.030 2.364 -0.273
N1 -0.119 2.215 -0.707
C1 0.745 1.490 -0.074
N2 1.916 1.275 -0.600
H2 0.352 1.075 0.834
H3 1.894 1.666 -1.535
H4 2.481 0.509 -0.233
C2 -0.876 -2.939 0.897
C3 -1.689 -1.928 0.473
H5 -1.087 -3.390 1.893
H6 0.071 -3.283 0.394
H7 -2.713 -1.685 0.852
H8 -1.633 -1.426 -0.555

Summary:
* SMILES: [H]/N=C/N.C=C
* gap between HOMO and LUMO: 9.98 eV

***

Entry 3:
DFT (the ωB97M-V functional and the def2-TZVPD basis) results for a 2-piece molecular cluster, C3H8N2 overall at a distorted geometry.

Atoms and positions in Å:
C1 2.181 -0.249 0.977
C2 1.665 -1.360 0.412
N1 2.469 -2.472 0.149
H1 3.111 -0.272 1.509
H2 1.550 0.615 0.865
H3 0.639 -1.461 0.108
H4 3.463 -2.354 0.201
H5 2.169 -3.136 -0.539
C3 -3.838 2.162 -0.753
N2 -2.792 2.672 -0.221
H6 -4.657 1.694 -0.177
H7 -3.950 1.963 -1.844
H8 -2.009 2.198 -0.689

Summary:
* SMILES: C=CN.C=N
* gap between HOMO and LUMO: 8.78 eV

***

Entry 4:
DFT (the ωB97M-V functional and the def2-TZVPD basis) results for a 2-piece molecular cluster, C3H8N2 overall at a distorted geometry.

Atoms and positions in Å:
C1 2.051 -2.556 -0.646
C2 2.093 -1.272 -0.965
N1 2.658 -0.077 -0.377
H1 2.828 -3.112 0.000
H2 1.276 -3.201 -1.206
H3 1.728 -0.968 -1.986
H4 2.636 -0.186 0.612
H5 2.082 0.730 -0.535
C3 -3.243 2.102 0.686
N2 -4.197 1.721 1.450
H6 -3.358 2.703 -0.221
H7 -2.371 1.648 0.952
H8 -4.182 2.468 2.234

Summary:
* SMILES: C=CN.C=N
* gap between HOMO and LUMO: 7.95 eV

***

Entry 5:
DFT (the ωB97M-V functional and the def2-TZVPD basis) results for a 2-piece molecular cluster, C3H8N2 overall at a distorted geometry.

Atoms and positions in Å:
H1 -2.429 -1.305 -2.616
N1 -2.098 -1.383 -1.658
C1 -1.833 -0.196 -1.216
N2 -2.353 0.399 -0.131
H2 -1.240 0.447 -1.876
H3 -3.090 -0.010 0.415
H4 -1.951 1.303 0.043
C2 2.301 0.559 0.670
C3 2.670 -0.251 1.669
H5 2.926 1.440 0.539
H6 1.461 0.315 0.033
H7 3.685 -0.346 2.050
H8 1.951 -0.973 2.078

Summary:
* SMILES: [H]/N=C/N.C=C
* gap between HOMO and LUMO: 9.30 eV

***

Entry 6:
DFT (the ωB97M-V functional and the def2-TZVPD basis) results for a 2-piece molecular cluster, C3H8N2O overall at a distorted geometry.

Atoms and positions in Å:
N1 -0.684 -1.064 -2.493
C1 -0.613 -0.210 -1.349
C2 -1.046 -0.915 -0.074
C3 1.694 0.714 1.773
N2 0.653 1.458 1.563
O1 1.817 -0.504 1.471
H1 -1.112 -0.531 -3.265
H2 0.443 0.042 -1.161
H3 -1.126 0.751 -1.449
H4 -1.200 -0.202 0.728
H5 -1.969 -1.495 -0.190
H6 -0.274 -1.609 0.276
H7 0.809 2.404 1.908
H8 2.607 1.162 2.263

Summary:
* ⟨S²⟩: 0.754
* total charge: -1
* gap between HOMO and LUMO (spin up / spin down): 7.68 / 6.65 eV
* spin multiplicity: 2

***

Entry 7:
DFT (the ωB97M-V functional and the def2-TZVPD basis) results for one molecule with the formula C3H8N2O.

Atoms and positions in Å:
C1 -2.426 0.338 0.156
N1 -1.127 -0.177 0.532
C2 -0.022 0.077 -0.254
O1 -0.097 0.552 -1.378
N2 1.173 -0.257 0.342
C3 2.413 -0.211 -0.402
H1 -2.733 1.178 0.792
H2 -3.190 -0.445 0.213
H3 -2.351 0.688 -0.874
H4 -0.970 -0.353 1.512
H5 1.151 -0.814 1.181
H6 3.148 0.436 0.089
H7 2.848 -1.209 -0.524
H8 2.185 0.197 -1.387

Summary:
* SMILES: CNC(=O)NC
* gap between HOMO and LUMO: 10.20 eV

***

Entry 8:
DFT (the ωB97M-V functional and the def2-TZVPD basis) results for one molecule with the formula C3H8N2O at a distorted geometry.

Atoms and positions in Å:
C1 -1.731 -0.972 0.000
C2 -0.662 0.146 0.544
N1 0.743 -0.400 0.475
C3 1.731 0.267 -0.232
N2 1.382 1.332 -1.096
O1 2.828 -0.110 -0.035
H1 -2.331 -1.187 0.958
H2 -1.123 -1.936 -0.198
H3 -2.441 -0.728 -0.736
H4 -0.787 1.240 0.216
H5 -0.860 0.201 1.677
H6 0.864 -1.220 0.976
H7 1.962 2.100 -1.158
H8 0.424 1.267 -1.391

Summary:
* SMILES: CCNC(N)=O
* gap between HOMO and LUMO: 10.16 eV

***

Entry 9:
DFT (the ωB97M-V functional and the def2-TZVPD basis) results for one molecule with the formula C3H8N2O at a distorted geometry.

Atoms and positions in Å:
C1 -0.180 0.750 -1.344
C2 1.364 0.603 0.762
C3 0.068 0.170 0.114
N1 0.066 -1.138 -0.511
O1 -1.961 -0.694 0.799
N2 -1.040 0.405 0.933
H1 -2.714 -0.378 1.306
H2 -0.686 -1.760 -0.254
H3 0.933 -1.520 -0.847
H4 -1.202 1.070 -1.521
H5 0.327 0.324 -2.206
H6 1.579 -0.021 1.632
H7 1.256 1.636 1.090
H8 2.191 0.553 0.048

Summary:
* gap between HOMO and LUMO (spin up / spin down): 9.38 / 6.84 eV

***

Entry 10:
DFT (the ωB97M-V functional and the def2-TZVPD basis) results for one molecule with the formula C3H8N2O at a distorted geometry.

Atoms and positions in Å:
N1 0.863 -1.391 0.471
C1 -0.555 -0.950 0.488
C2 -0.700 0.562 0.567
C3 -0.237 1.342 -0.584
N2 0.599 0.866 -1.430
O1 1.181 1.562 -2.333
H1 1.242 -0.900 1.229
H2 0.895 -2.371 0.558
H3 -1.104 -1.429 1.290
H4 -0.825 -1.301 -0.526
H5 -1.676 0.854 0.634
H6 -0.063 0.916 1.436
H7 -0.467 2.319 -0.634
H8 0.846 -0.078 -1.167

Summary:
* SMILES: NCC/C=[NH+]/[O-]
* gap between HOMO and LUMO: 8.97 eV

***

Entry 11:
DFT (the ωB97M-V functional and the def2-TZVPD basis) results for a 2-piece molecular cluster, C3H8N2O overall at a distorted geometry.

Atoms and positions in Å:
C1 1.817 0.623 -0.628
C2 -1.851 1.158 1.162
C3 2.841 -0.309 0.004
N1 -2.918 -0.682 -0.277
N2 -1.854 0.216 0.271
O1 0.819 0.161 -1.214
H1 1.993 1.696 -0.791
H2 -2.663 1.071 1.911
H3 3.200 -0.023 0.922
H4 3.662 -0.260 -0.712
H5 2.371 -1.260 0.021
H6 -2.636 -1.645 -0.585
H7 -3.707 -0.811 0.324
H8 -1.075 0.065 -0.408

Summary:
* gap between HOMO and LUMO: 8.90 eV

***

Entry 12:
DFT (the ωB97M-V functional and the def2-TZVPD basis) results for one molecule with the formula C3H8N2O.

Atoms and positions in Å:
C1 -1.058 -0.584 1.076
N1 -0.369 -0.114 -0.262
C2 -0.977 1.112 -0.789
C3 1.051 -0.229 -0.574
O1 1.483 0.132 -1.648
N2 1.776 -0.795 0.414
H1 -0.437 -1.392 1.468
H2 -1.115 0.276 1.750
H3 -1.107 -0.925 -0.359
H4 -0.710 1.243 -1.837
H5 -2.056 1.003 -0.666
H6 -0.640 1.973 -0.199
H7 2.774 -0.824 0.286
H8 1.383 -0.877 1.339

Summary:
* gap between HOMO and LUMO: 8.36 eV

***

Entry 13:
DFT (the ωB97M-V functional and the def2-TZVPD basis) results for a 2-piece molecular cluster, C3H8N2O overall at a distorted geometry.

Atoms and positions in Å:
H1 -1.834 -1.359 2.824
N1 -1.364 -1.155 1.913
C1 -0.212 -1.670 1.670
N2 0.477 -1.426 0.442
H2 0.267 -2.472 2.226
H3 0.320 -0.484 0.079
H4 1.422 -1.801 0.532
C2 0.955 1.316 -2.030
C3 -0.202 1.393 -1.337
O1 -0.265 2.019 -0.111
H5 1.017 0.863 -3.009
H6 1.815 1.766 -1.720
H7 -1.186 1.052 -1.764
H8 -1.209 1.956 0.285

Summary:
* SMILES: [H]/N=C/N.C=CO
* gap between HOMO and LUMO: 10.09 eV

***

Entry 14:
DFT (the ωB97M-V functional and the def2-TZVPD basis) results for C3H8N2O as an isolated structure at a distorted geometry.

Atoms and positions in Å:
C1 1.099 1.159 0.498
C2 -2.035 -0.601 0.102
C3 0.232 0.165 -0.193
N1 0.684 -0.730 -1.102
O1 2.498 0.912 0.368
N2 -0.827 0.064 0.574
H1 2.746 0.318 1.088
H2 1.636 -0.584 -1.415
H3 0.090 -1.479 -1.425
H4 0.865 2.160 0.124
H5 0.111 0.942 1.417
H6 -2.815 -0.488 0.856
H7 -2.416 -0.166 -0.830
H8 -1.868 -1.671 -0.062

Summary:
* gap between HOMO and LUMO: 9.45 eV

***

Entry 15:
DFT (the ωB97M-V functional and the def2-TZVPD basis) results for one molecule with the formula C3H8N2O at a distorted geometry.

Atoms and positions in Å:
C1 -0.459 -1.614 -0.096
C2 0.515 1.337 -1.232
N1 0.361 -0.463 0.279
C3 -0.297 1.048 -0.110
O1 0.585 -0.544 1.681
N2 -1.074 1.632 0.683
H1 1.358 0.013 1.860
H2 -1.201 1.140 1.567
H3 -1.415 -1.578 0.430
H4 0.067 -2.533 0.159
H5 -0.627 -1.563 -1.170
H6 0.658 2.378 -1.494
H7 0.347 0.700 -2.102
H8 1.183 0.048 -0.454

Summary:
* gap between HOMO and LUMO: 8.42 eV

***

Entry 16:
DFT (the ωB97M-V functional and the def2-TZVPD basis) results for one molecule with the formula C3H8N2O at a distorted geometry.

Atoms and positions in Å:
N1 -1.244 0.171 -1.921
C1 -0.227 -0.554 -1.217
N2 -0.345 -0.536 0.256
C2 0.866 -0.197 0.968
C3 0.707 1.159 1.743
O1 0.538 2.230 1.260
H1 -1.229 1.156 -1.690
H2 -2.195 -0.177 -1.883
H3 0.710 -0.139 -1.585
H4 -0.313 -1.602 -1.527
H5 -0.778 -1.372 0.612
H6 1.071 -0.918 1.766
H7 1.789 -0.145 0.384
H8 0.649 0.923 2.835

Summary:
* SMILES: NCNCC=O
* gap between HOMO and LUMO: 9.83 eV

***

Entry 17:
DFT (the ωB97M-V functional and the def2-TZVPD basis) results for a 2-piece molecular cluster, C3H8N2O overall.

Atoms and positions in Å:
N1 2.677 -0.119 0.057
C1 2.000 -0.583 -0.847
O1 1.309 -1.001 -1.693
H1 3.684 -0.150 0.027
C2 -1.380 -0.873 0.684
N2 -0.326 0.106 0.516
C3 -0.712 1.213 -0.336
H2 -1.046 -1.664 1.362
H3 -2.324 -0.452 1.075
H4 -1.590 -1.337 -0.287
H5 -0.017 0.448 1.418
H6 -0.966 0.824 -1.330
H7 -1.581 1.790 0.031
H8 0.137 1.898 -0.450

Summary:
* SMILES: N=C=O.CNC
* gap between HOMO and LUMO: 9.65 eV

***

Entry 18:
DFT (the ωB97M-V functional and the def2-TZVPD basis) results for a 2-piece molecular cluster, C3H8N2O overall at a distorted geometry.

Atoms and positions in Å:
C1 -3.196 0.388 0.090
C2 -2.327 -0.677 0.211
O1 -1.137 -0.500 0.631
H1 -4.004 0.300 -0.635
H2 -2.744 1.358 0.225
H3 -2.573 -1.670 -0.127
H4 -0.643 0.178 0.083
N1 2.859 -0.658 -0.037
C3 2.400 0.545 -0.267
N2 1.207 0.913 -0.599
H5 2.300 -1.474 -0.246
H6 3.849 -0.805 -0.009
H7 3.209 1.287 -0.279
H8 0.928 1.770 -0.145

Summary:
* ⟨S²⟩: 0.758
* total charge: +1
* gap between HOMO and LUMO (spin up / spin down): 8.59 / 4.46 eV
* spin multiplicity: 2